(1)
133
Properties=species:S:1:pos:R:3:forces:R:3:lowdin_charge:R:1 method="wB97M-V/def2-TZVPD" charge=-1 orbital_gap_ev=7.8
O -2.0016 0.0070 0.9987 0.8 4.8 -5.3 0.07
H -9.6732 -1.8738 1.7277 0.2 -0.1 0.0 0.15
C -0.8930 2.8833 8.2171 -0.2 0.1 0.0 -0.13
O 1.1942 -6.5496 -1.3856 1.3 0.1 0.5 -0.13
H 0.4829 -3.4991 4.7999 0.1 0.0 -0.1 0.09
H 3.8253 -3.6490 2.0439 -0.1 0.0 0.0 0.10
C 1.4951 -0.0968 0.5621 -1.9 2.7 7.3 -0.14
H 4.1423 -0.8451 1.0873 -0.1 1.5 -0.6 0.10
H 1.7527 6.5088 -4.3793 0.0 -0.1 -0.1 0.11
H 0.9050 1.8060 5.6526 0.0 0.0 0.1 0.10
O -2.5217 -1.3519 -2.2419 0.7 3.3 0.4 0.01
P 1.9989 -0.6428 -1.2229 3.0 0.3 0.1 0.61
H -1.9985 1.7736 2.4317 0.0 0.0 0.0 0.10
H 0.1917 6.1170 -8.4072 0.0 0.0 0.1 0.08
H 1.6110 -4.3905 -0.0675 -0.5 1.5 -1.0 0.09
H -5.7603 -3.3920 1.8816 -0.1 0.0 0.0 0.09
C -3.8871 -0.8822 -2.0461 -1.7 -0.4 -0.5 -0.25
C 1.3684 -3.7964 4.2570 0.0 -0.2 0.2 -0.11
H 3.1039 -5.6059 -1.3873 -1.3 -0.3 -1.3 0.12
C -9.7738 -2.6557 -2.0013 0.0 0.1 0.1 -0.14
C -1.6850 0.7213 0.0072 3.0 -2.7 1.6 -0.16
N -2.1558 2.7153 2.7582 0.0 0.1 0.1 0.01
C 5.2619 0.0846 3.4349 -1.6 -0.6 0.5 -0.20
C -3.1940 3.1133 3.5578 -0.1 -0.1 0.0 -0.16
H -2.9655 1.1456 -3.6721 0.7 -0.6 -0.4 0.11
C -6.8317 -3.3241 1.7608 0.1 0.3 0.1 -0.11
H 3.8333 -5.6810 3.5136 -0.2 0.2 0.0 0.14
C 0.7049 1.1826 -2.7039 -0.2 0.7 0.5 -0.61
H -4.4714 -1.1392 -3.0175 0.8 0.5 1.6 0.14
H 7.1285 2.0661 -3.5361 0.0 0.1 0.1 0.10
C 7.1140 4.2766 -3.1856 0.1 -0.2 -0.2 -0.13
H -1.2132 3.0023 5.0430 0.0 0.1 0.2 0.10
H 1.6320 -0.2590 -5.8557 -2.0 1.4 0.2 0.08
B -1.7703 -0.1768 -2.6976 -1.3 -1.4 -1.7 -0.42
H 2.3410 -2.1748 0.7075 0.0 -0.3 -1.8 0.04
C -10.9743 -2.5323 -3.8984 0.0 -0.2 -0.2 -0.12
H 2.4886 -6.1869 -3.0735 -0.6 0.7 1.5 0.11
C -0.4312 0.3210 -1.9206 1.5 -1.1 -1.5 -0.35
C 3.8885 -0.2203 -1.0662 0.9 1.8 0.5 -0.21
C 2.1678 -5.7112 -2.0709 0.9 1.4 0.2 -0.27
H 5.5773 0.6224 4.3951 -0.3 -0.8 -1.4 0.04
H 7.0612 2.3940 3.3397 0.7 -0.5 -1.8 0.04
C -7.7158 -4.3723 1.4038 -0.3 -0.1 -0.1 -0.11
H 4.1899 0.4578 3.1811 1.8 -0.5 0.4 0.04
C 0.7666 1.1783 -4.3027 0.8 -1.6 -1.7 -0.15
H -0.1228 -0.7090 -5.0977 2.1 0.3 0.9 0.07
H 8.4061 -1.1282 1.1432 -0.9 -0.1 1.6 0.04
F 2.4556 -1.1239 -2.8377 -1.2 -0.8 1.0 -0.27
H 5.1239 -1.0457 3.6751 0.3 1.9 -0.3 0.05
N -0.9218 2.8535 5.9985 0.1 -0.1 0.2 0.02
H 7.4910 4.6987 -4.1060 -0.1 -0.1 0.1 0.08
H 8.5673 1.6706 2.5582 -1.4 0.4 -0.4 0.03
H 7.4513 2.7014 1.4944 0.0 -0.9 1.3 0.02
C 6.2980 4.0548 -1.1034 0.0 -0.1 0.0 -0.15
C 1.6491 -4.1736 -2.2829 -0.2 -1.4 0.8 -0.16
H 1.9208 7.5521 -6.8836 -0.1 -0.1 0.0 0.08
C -1.8990 4.8936 3.0989 0.2 0.0 -0.1 -0.11
N -9.6911 -3.8529 -2.6599 0.0 0.1 0.0 0.01
O 5.8417 0.1950 0.4026 -0.1 0.4 2.2 -0.31
H -3.9363 2.4047 3.8935 0.1 0.1 0.0 0.11
H 1.0536 1.7877 8.3665 -0.1 0.0 -0.1 0.09
C 3.0842 -3.8295 2.8087 0.0 0.1 -0.1 -0.15
O -2.2987 0.4633 -3.9098 0.4 0.0 2.6 0.07
Si 6.5099 0.3098 2.0026 0.7 -0.5 -0.4 0.47
H 4.5313 -1.0188 -1.6092 -1.1 1.1 1.4 0.10
H 0.6731 -4.2556 -2.8897 1.6 0.5 0.7 0.11
Br 0.3925 3.1599 -2.3278 0.1 0.1 -0.4 0.75
H -5.7422 -1.1768 -0.8413 1.8 -0.7 0.0 0.08
H -3.7216 5.0691 4.3884 0.1 -0.1 -0.1 0.09
C -7.5882 -2.1900 1.9295 0.1 0.0 0.0 -0.14
H 4.0826 0.7596 -1.6615 -0.3 -1.7 1.0 0.09
C 1.2331 6.2266 -5.2828 0.0 -0.1 0.0 -0.14
C -4.6448 -1.5593 -0.8049 -0.2 0.4 0.0 -0.09
C 0.3934 5.9841 -7.3540 -0.2 -0.2 -0.1 -0.13
H -4.2161 -1.2179 0.2141 -0.5 -0.7 -1.8 0.07
H 1.6886 -2.1475 2.7638 0.0 -0.1 0.1 0.06
H 0.0875 4.6373 -4.4754 0.1 0.0 0.0 0.03
H 0.2458 -3.3056 -0.6332 1.9 0.0 -0.4 0.12
H 1.6221 -6.8238 -0.5338 -0.8 0.4 -1.3 0.09
H 5.9148 4.1706 -0.1005 0.0 0.0 -0.1 0.10
C -8.9835 -3.8436 1.3669 -0.1 -0.1 0.0 -0.17
H -1.4998 5.8969 3.0654 0.0 -0.1 0.0 0.09
H -11.6052 -2.1711 -4.6976 0.1 -0.1 0.1 0.09
N -8.8963 -2.5139 1.6829 0.0 0.0 0.0 0.00
H -7.4540 -5.4000 1.1977 0.0 0.1 0.0 0.09
H -7.3093 -1.1830 2.2017 0.0 -0.1 0.0 0.11
N 6.4499 2.8117 -1.6559 0.0 0.1 -0.1 0.02
H -0.4903 3.6884 1.8431 -0.1 0.0 0.0 0.12
H 6.7089 6.0563 -1.8897 0.0 -0.1 0.0 0.08
C 0.2229 2.2105 6.3858 0.0 0.1 -0.1 -0.14
C 7.8153 -1.1253 2.1421 0.3 0.1 -0.9 -0.21
H -4.6544 -2.7116 -0.8636 0.1 1.9 0.0 0.09
O 0.2651 -0.8579 -1.4325 -0.2 2.0 -1.0 -0.20
N 0.3314 5.1973 -5.2799 0.0 0.2 -0.2 0.00
H -10.8249 -0.7989 -2.4887 0.0 -0.1 0.0 0.09
H 8.5645 -0.8909 2.9757 -1.1 -0.6 -1.0 0.03
C 2.3581 -2.3237 -0.4274 -0.6 -2.0 -0.3 -0.26
H 3.4284 -2.6797 -0.7117 -1.8 0.7 0.3 0.11
C 0.2697 2.2167 7.7593 0.2 -0.1 -0.1 -0.12
N 3.1375 -4.9562 3.5852 0.0 0.0 0.1 0.00
H 6.2320 1.9370 -1.1957 0.0 0.0 0.0 0.11
C 1.1496 0.2049 1.8042 0.8 -1.4 -5.7 0.01
H -3.9456 0.2741 -1.9193 0.1 -1.8 -0.1 0.13
C -10.5671 -1.8162 -2.7455 0.1 0.0 0.2 -0.12
C -0.1893 5.0453 -6.5367 0.0 0.0 0.1 -0.15
H 2.4999 -3.6472 -2.8416 -1.5 -0.5 0.7 0.10
H 1.9644 -5.7453 5.1846 0.0 0.1 -0.1 0.10
C 6.7060 4.9849 -2.0295 -0.1 0.1 0.2 -0.13
C -1.3642 3.7950 2.4692 0.1 0.0 0.0 -0.13
H 3.9824 1.0663 0.8777 -0.1 -1.7 -0.7 0.12
C 6.9421 2.9378 -2.9267 0.0 -0.1 0.1 -0.14
H 0.6221 0.4031 2.8076 1.3 -0.5 -2.2 0.04
N -0.9721 1.3094 -0.9208 -4.3 -3.5 4.7 0.08
O 1.9353 0.9684 -1.9542 -3.8 -0.2 -1.8 -0.32
C 4.3567 0.0748 0.4406 0.7 -0.8 -1.2 -0.28
C -3.0586 4.4615 3.7894 -0.2 -0.1 0.1 -0.13
C 2.0971 -4.9418 4.4754 -0.1 0.0 0.1 -0.15
H -9.1763 -4.6583 -2.3407 -0.1 0.2 0.0 0.15
H -9.2632 -2.5051 -1.0617 0.0 0.0 -0.1 0.09
H 7.2969 -2.1453 2.2449 0.9 1.5 0.1 0.03
C -10.4156 -3.7850 -3.8201 0.0 0.0 0.0 -0.15
C 1.9941 -3.0906 3.1981 0.2 0.0 -0.1 -0.10
H -10.4721 -4.6321 -4.4873 0.0 0.1 0.1 0.10
H 0.8710 2.2039 -4.8325 1.3 -1.8 1.4 0.08
H -0.9268 4.2834 -6.7413 0.1 0.1 0.0 0.10
C 7.4732 1.9426 2.3512 0.3 0.5 0.4 -0.19
H -2.5492 3.7878 7.0130 0.1 0.0 0.0 0.10
C 1.3635 -3.5240 -0.8068 0.5 -1.2 0.2 -0.20
C 1.2956 6.7329 -6.5591 0.1 0.1 0.2 -0.13
C 0.7630 0.0227 -5.1546 -0.6 1.1 1.8 0.02
H -9.9373 -4.2972 1.1421 0.1 0.0 0.0 0.11
C -1.6107 3.2624 7.1078 0.0 0.0 -0.1 -0.14
H -1.1749 3.0654 9.2442 0.0 0.0 -0.1 0.08



(2)
134
Properties=species:S:1:pos:R:3:forces:R:3:lowdin_charge:R:1 method="wB97M-V/def2-TZVPD" charge=0 orbital_gap_ev=6.8
H -15.7543 24.7319 -40.2878 -1.5 -1.8 0.1 0.04
H -16.5681 27.9308 -44.0012 -1.0 2.5 -3.8 -0.01
H -11.2083 28.7241 -42.7176 -0.1 1.5 -0.4 0.05
C -15.4339 28.6980 -45.6371 -3.2 0.3 0.3 -0.08
O -12.1850 27.6582 -45.3343 7.7 8.7 3.3 -0.43
O -14.1989 29.6067 -43.4410 -3.3 4.4 3.9 -0.70
H -14.8626 31.3333 -41.3689 -0.3 0.4 0.1 0.06
C -18.6874 23.1666 -39.4874 -0.2 0.3 0.2 0.00
S -12.4708 26.8824 -38.4214 -0.9 0.1 2.3 1.01
H -17.4698 30.8444 -44.0311 0.5 0.2 0.8 0.04
O -14.7367 24.0522 -44.9164 -6.1 3.4 -1.5 0.06
C -18.1738 21.8856 -39.2782 0.2 1.0 -1.3 -0.05
H -8.0627 27.7468 -39.8593 0.0 -0.1 0.7 0.05
C -17.8064 29.2120 -45.1380 0.0 0.5 -1.5 -0.12
H -14.8474 25.4861 -39.7544 0.8 1.0 -0.4 0.08
H -18.8343 30.5771 -46.4656 0.1 0.1 -0.2 0.12
H -12.4633 28.4882 -40.3373 0.3 -0.3 0.4 0.06
H -16.3467 20.7306 -39.3741 -0.2 -0.4 -0.3 0.11
C -16.5164 26.5318 -38.8033 0.4 2.1 0.9 -0.24
C -16.4429 31.0703 -43.7440 0.9 0.8 0.7 -0.15
H -13.3640 29.0617 -38.9636 0.2 0.0 0.6 0.07
C -12.8855 23.4038 -40.9175 -0.3 0.5 -0.2 -0.06
C -17.8603 24.2372 -39.8497 0.4 -2.7 0.3 -0.28
C -17.2571 24.6390 -43.8432 0.6 -0.4 -0.8 0.05
C -16.6254 28.5612 -44.8762 0.8 -0.5 -1.2 -0.15
C -13.1096 28.1614 -39.5227 -0.4 1.5 0.6 -0.27
O -15.1877 25.4871 -35.6938 -2.6 -2.1 -2.8 0.05
H -16.9762 23.6213 -44.1142 0.4 0.0 0.3 0.10
C -13.2487 30.2173 -45.6027 2.6 0.6 -0.8 -0.15
H -18.9854 26.1030 -36.3925 0.4 0.2 -0.4 0.09
H -17.2957 26.6354 -38.0483 -0.4 0.9 -1.6 0.09
C -13.3442 26.1909 -45.7861 -0.7 -4.0 -3.4 -0.12
H -13.7155 23.0837 -44.9965 2.2 -1.4 0.7 0.09
C -17.9108 30.0615 -46.2473 1.9 -0.4 -0.9 0.00
H -17.6741 29.4662 -40.8321 0.2 -0.4 -0.1 0.02
C -15.8036 26.2563 -41.5744 0.7 1.2 0.2 -0.07
O -9.1018 24.7896 -41.3967 0.5 1.3 2.1 -0.55
H -8.2839 25.9826 -39.1668 -0.4 0.5 0.1 0.06
H -19.7368 23.3906 -39.3651 -0.2 -0.1 0.2 0.11
H -9.3736 24.3769 -42.9100 -0.5 -0.5 -1.0 0.04
S -12.8093 28.8080 -44.5389 5.6 -0.2 -3.5 0.90
H -16.3622 32.0198 -43.2149 0.0 -0.1 0.3 0.06
O -15.3559 24.4539 -37.7317 -2.0 -0.2 0.0 -0.02
H -10.2734 21.8695 -39.5623 0.4 0.3 -0.1 0.10
H -14.0254 27.7890 -39.9818 0.7 0.8 0.7 -0.02
H -13.7966 29.8780 -46.4818 1.6 0.2 1.1 0.01
H -13.7281 24.6729 -43.1324 0.4 0.2 0.2 0.11
H -10.7185 29.7314 -44.0934 0.2 -0.1 -0.1 0.07
H -9.5431 22.8120 -44.8425 0.3 0.0 0.0 0.10
H -14.7606 29.4204 -47.4875 -0.3 0.5 -0.4 0.13
C -12.8644 21.0703 -41.5680 -0.1 1.8 -0.3 0.01
O -17.1420 25.2531 -36.9841 -0.7 -1.4 3.5 -0.11
C -15.5180 29.5235 -46.7245 -2.8 0.0 -2.3 -0.04
H -15.9028 31.2190 -44.6790 0.0 -0.3 0.0 0.05
H -11.2503 19.9732 -40.8206 0.5 0.2 0.3 0.10
H -17.6440 26.4355 -35.2490 0.1 -0.1 -0.2 0.10
H -17.3254 24.7620 -42.7623 0.1 -0.1 -0.2 0.08
H -16.4519 30.6715 -40.7829 0.3 0.3 -0.4 0.04
H -7.0656 26.3859 -40.3582 0.0 0.0 0.0 0.04
F -11.6570 22.0616 -46.1170 -0.2 0.0 0.3 0.05
C -18.0955 25.6970 -35.9115 1.0 -0.4 -0.5 0.03
C -16.5115 24.0133 -40.0108 0.3 -2.3 -0.7 -0.06
S -15.5837 29.6643 -42.8595 -1.5 2.9 1.4 1.03
H -18.4222 28.4332 -39.7036 -0.2 -0.3 0.1 0.06
H -12.9738 27.8078 -36.3698 -0.4 1.0 -0.2 0.06
O -12.9028 25.5523 -38.9719 2.6 2.2 1.0 -0.66
C -12.8063 23.3940 -44.5032 1.8 -3.2 -1.8 -0.07
H -16.4603 27.3633 -43.3169 1.0 -2.9 3.4 0.04
C -15.4687 30.4442 -41.1949 1.1 1.1 -0.5 -0.22
C -11.5422 29.4846 -43.4235 0.6 1.7 -1.3 -0.13
H -14.9282 22.5231 -39.9793 -0.3 0.2 0.2 0.08
C -14.3203 27.4067 -43.0665 -0.5 -1.7 -0.2 -0.13
H -12.6120 26.0428 -40.5606 -1.3 0.1 -0.6 0.05
C -12.7830 24.3317 -43.5284 3.0 0.6 2.1 -0.10
H -10.7310 26.3014 -39.7559 0.0 0.1 -0.1 0.02
H -18.8490 21.0965 -38.9817 0.1 -0.1 0.0 0.10
H -13.8435 30.9795 -45.0994 0.5 -0.2 0.0 0.07
H -14.2902 22.8766 -37.9077 0.6 -0.3 0.3 0.12
C -11.5290 24.7190 -42.9198 -1.6 -1.0 -1.5 -0.05
C -8.0512 26.6641 -39.9849 0.0 0.2 -1.6 -0.22
O -16.1489 29.0493 -38.1946 -0.3 -0.6 -1.5 -0.49
H -18.6101 29.2154 -44.4165 -0.3 -0.5 0.0 0.12
C -11.1281 22.0976 -40.1819 1.2 -2.7 0.2 -0.08
C -16.8260 21.6672 -39.6179 -0.3 -0.6 2.0 -0.06
C -15.1469 25.1852 -44.8567 -0.8 -1.4 -0.6 -0.60
H -13.2280 25.6452 -46.7225 -0.8 -1.3 0.1 0.13
F -14.7108 22.5246 -42.1514 1.6 -0.2 -0.2 0.03
C -15.7926 25.0690 -36.7225 -1.4 1.6 5.6 -0.57
S -9.1599 26.2932 -41.4168 1.3 -0.6 1.1 0.93
S -16.0944 28.1648 -39.4396 -1.7 -0.2 0.8 0.90
F -11.9234 27.2708 -42.5682 -3.4 0.4 -3.6 -0.13
H -14.9102 29.9027 -40.4314 -0.1 -0.4 -0.6 0.00
H -12.6967 25.7871 -45.0078 0.1 0.2 -0.9 0.10
C -13.5827 27.1141 -36.9496 1.7 1.3 -0.2 -0.18
H -13.0753 27.2004 -46.0970 -2.3 -2.1 -1.9 -0.01
H -11.4830 26.6329 -41.4109 2.3 0.6 2.7 -0.03
H -11.2256 24.1841 -39.7136 -0.1 -0.2 -0.1 0.10
C -11.6645 20.9701 -40.8534 -1.3 0.4 -0.4 -0.05
H -12.2887 30.5825 -45.9675 0.0 0.6 0.0 0.07
H -11.9175 30.4421 -43.0624 0.0 -0.2 0.5 0.06
H -14.5098 28.2292 -45.3323 -1.2 0.2 -1.0 0.04
H -15.7337 26.2232 -38.1102 0.4 1.8 -1.6 0.05
C -10.3267 24.1289 -43.3531 -2.0 0.2 -1.6 -0.06
C -15.9850 22.7113 -39.8603 -1.1 0.8 -0.6 -0.06
C -10.4347 23.2615 -44.4308 -0.4 -1.2 -1.5 0.01
H -13.6121 26.3237 -36.1996 0.3 -0.6 -1.1 0.05
C -11.6604 23.3348 -40.2195 -1.9 -0.1 -0.8 -0.06
H -13.3772 20.3264 -42.1596 0.3 -0.5 0.2 0.12
H -11.6347 25.4839 -42.1647 0.7 -1.8 -0.5 0.04
C -17.6472 28.4384 -40.4701 -0.6 0.5 1.4 -0.18
C -14.7650 26.0377 -40.6793 2.6 0.6 -3.4 -0.17
H -17.9238 27.7348 -41.2553 0.5 -0.1 0.2 0.06
H -16.7281 25.8777 -41.1640 -0.4 0.7 -1.4 0.08
H -18.4661 24.8480 -35.3371 0.5 -0.2 0.0 0.09
C -10.7052 26.8704 -40.6852 3.1 -1.4 1.4 -0.32
C -15.6060 27.0534 -42.7334 0.2 -2.1 4.0 -0.11
H -16.6115 25.7074 -39.5100 0.0 2.1 1.6 0.01
H -13.4779 24.2172 -37.0134 0.2 0.0 -0.4 0.12
C -11.6622 22.8857 -45.0465 2.7 1.4 2.2 -0.23
H -10.4528 27.9072 -40.4627 -0.5 0.2 -0.2 0.08
C -14.1094 23.9505 -37.8609 1.3 -3.0 -0.2 -0.05
F -18.3606 25.4730 -39.9456 -1.8 -0.1 -0.8 0.03
C -13.4679 26.3814 -41.1255 -1.0 -1.4 -0.8 -0.14
H -18.2315 24.7590 -44.3166 0.1 0.7 0.0 0.10
F -16.8393 30.8996 -48.1998 0.4 0.0 0.1 0.07
O -16.2860 25.5885 -44.3910 -4.2 -1.4 0.9 -0.02
H -13.4534 24.3147 -41.0366 0.4 -0.3 0.3 0.08
C -16.7353 30.1896 -47.0660 -1.1 -1.3 1.8 -0.21
H -14.0153 27.8754 -43.9905 -1.4 -1.4 1.3 -0.03
H -13.8167 24.3133 -38.8462 0.2 -1.6 1.2 0.05
H -14.5860 27.4772 -37.1722 0.4 0.2 0.0 0.04
C -13.4406 22.3533 -41.6115 0.0 -1.1 1.2 -0.26
O -14.6005 26.2857 -45.2449 -0.8 -1.1 -1.1 -0.01
C -13.2633 27.0304 -42.3011 -1.2 -0.9 1.4 -0.20



Table of HOMO energy (eV), in record order: -5.96, -6.72
Table of strongest force on any atom (eV Å⁻¹), in record order: 8.062, 12.082
Table of LUMO (eV), in record order: 1.822, 0.079